(1)
C28H34CuN2O5PTe as an isolated structure in a non-equilibrium geometry, computed with ωB97M-V/def2-TZVPD.

Summary:
charge = 0
Kohn-Sham gap = 8.0 eV
LUMO energy = 0.5 eV
HOMO = -0.2758 hartree

CARTESIAN COORDINATES (ANGSTROEM)
1 Cu -0.236 -0.407 0.031
2 C 4.151 0.804 0.136
3 C 2.652 0.983 0.269
4 O 1.973 -0.024 0.533
5 C 2.109 2.309 0.118
6 C 2.968 3.421 -0.019
7 C 2.496 4.702 -0.117
8 C 1.116 4.922 -0.117
9 C 0.248 3.871 -0.030
10 C 0.691 2.531 0.131
11 O -0.202 1.623 0.328
12 H 4.384 -0.254 0.221
13 H 4.651 1.334 0.944
14 H 4.522 1.182 -0.813
15 H 4.038 3.271 -0.010
16 H 3.178 5.539 -0.179
17 H 0.736 5.933 -0.166
18 H -0.820 4.045 -0.016
19 C -4.873 2.342 0.147
20 C -4.128 1.060 0.262
21 C -4.581 -0.227 0.490
22 C -3.442 -1.046 0.463
23 N -2.370 -0.296 0.232
24 N -2.796 0.966 0.110
25 C -3.379 -2.519 0.661
26 H -5.929 2.148 -0.028
27 H -4.477 2.936 -0.674
28 H -4.781 2.925 1.063
29 H -5.594 -0.536 0.654
30 H -2.060 1.672 0.050
31 H -4.357 -2.962 0.486
32 H -3.078 -2.753 1.682
33 H -2.652 -2.966 -0.012
34 C -0.002 -4.132 1.297
35 O -0.310 -3.673 -0.006
36 P 0.521 -2.432 -0.638
37 O 1.920 -3.225 -0.754
38 C 3.150 -2.618 -1.091
39 O 0.034 -2.591 -2.172
40 C -1.073 -1.857 -2.651
41 H -0.595 -5.031 1.455
42 H -0.252 -3.388 2.056
43 H 1.058 -4.378 1.369
44 H 3.779 -3.408 -1.502
45 H 3.619 -2.201 -0.198
46 H 3.030 -1.828 -1.832
47 H -0.889 -1.606 -3.695
48 H -1.210 -0.942 -2.065
49 H -1.983 -2.456 -2.583
50 Te 0.319 0.237 2.784
51 C 0.948 -1.175 4.287
52 C 2.232 -1.057 4.795
53 C 2.703 -1.938 5.751
54 C 1.889 -2.960 6.204
55 C 0.605 -3.088 5.703
56 C 0.139 -2.200 4.749
57 C -0.763 1.351 4.267
58 C -2.036 1.009 4.684
59 C -2.675 1.758 5.655
60 C -2.047 2.860 6.209
61 C -0.776 3.212 5.790
62 C -0.141 2.458 4.822
63 H 2.865 -0.257 4.436
64 H 3.704 -1.825 6.141
65 H 2.251 -3.651 6.951
66 H -0.032 -3.886 6.055
67 H -0.869 -2.304 4.368
68 H -2.530 0.151 4.247
69 H -3.669 1.486 5.980
70 H -2.546 3.443 6.969
71 H -0.280 4.071 6.217
72 H 0.853 2.727 4.488

=====

(2)
C28H34F8N7O4RuS2Se as an isolated structure, computed with ωB97M-V/def2-TZVPD.

Summary:
charge = -2
Kohn-Sham gap (alpha / beta) = 5.7 / 6.4 eV
spin multiplicity = 6
LUMO energy (alpha / beta) = 4.0 / 4.0 eV
HOMO (alpha / beta) = -0.0625 / -0.0894 hartree
energy above the lowest of the compared OMol25 structures with the same formula, charge and spin = 1.308 eV

CARTESIAN COORDINATES (ANGSTROEM)
1 Ru 0.347 -0.417 0.732
2 C 2.278 -5.236 -2.456
3 C 1.729 -4.863 -3.830
4 C 0.240 -5.178 -3.931
5 C 2.035 -3.410 -4.178
6 N 1.300 -2.460 -3.358
7 C 1.589 -1.993 -2.148
8 N 0.591 -1.252 -1.738
9 N -0.315 -1.264 -2.739
10 N 0.097 -1.988 -3.715
11 H 2.087 -6.289 -2.241
12 H 1.789 -4.662 -1.666
13 H 3.353 -5.060 -2.384
14 H 2.265 -5.447 -4.589
15 H -0.308 -4.725 -3.104
16 H 0.080 -6.256 -3.880
17 H -0.194 -4.805 -4.861
18 H 1.781 -3.186 -5.214
19 H 3.095 -3.198 -4.022
20 H 2.497 -2.221 -1.622
21 C -0.526 2.359 5.830
22 C -1.412 1.649 4.818
23 N -1.733 2.481 3.668
24 C -0.946 2.579 2.511
25 S 0.613 1.749 2.567
26 N -1.312 3.278 1.491
27 C -2.588 3.963 1.515
28 C -2.512 5.288 2.272
29 H -0.343 1.717 6.694
30 H -0.989 3.289 6.173
31 H 0.433 2.597 5.368
32 H -2.364 1.376 5.283
33 H -0.939 0.730 4.486
34 H -2.715 2.604 3.506
35 H -0.088 2.128 0.089
36 H -3.418 3.356 1.911
37 H -2.869 4.172 0.479
38 H -2.237 5.126 3.315
39 H -3.466 5.823 2.242
40 H -1.746 5.918 1.817
41 Se 5.018 -2.082 -0.278
42 C 3.452 -1.495 0.420
43 N 2.440 -1.098 0.828
44 C 2.754 1.942 -0.714
45 C 1.441 2.174 -1.459
46 C 1.591 1.640 -2.892
47 C 0.271 1.525 -0.732
48 C 1.096 3.671 -1.526
49 C -0.033 4.075 -2.246
50 C -0.411 5.404 -2.313
51 C 0.330 6.377 -1.650
52 C 1.444 5.992 -0.925
53 C 1.822 4.653 -0.866
54 H 3.012 0.883 -0.751
55 H 2.669 2.222 0.337
56 H 3.576 2.502 -1.172
57 H 2.056 0.652 -2.878
58 H 2.224 2.303 -3.490
59 H 0.626 1.545 -3.392
60 H -0.552 1.205 -1.374
61 H -0.640 3.323 -2.733
62 H -1.301 5.681 -2.867
63 H 0.030 7.417 -1.687
64 H 2.021 6.732 -0.383
65 H 2.679 4.376 -0.268
66 F -4.314 -5.948 -0.142
67 C -3.609 -4.795 -0.084
68 C -4.202 -3.618 0.340
69 F -5.503 -3.624 0.702
70 C -3.477 -2.445 0.392
71 F -4.113 -1.335 0.808
72 C -2.117 -2.358 0.022
73 O -1.500 -1.232 0.071
74 C -1.562 -3.575 -0.404
75 F -0.273 -3.635 -0.800
76 C -2.281 -4.755 -0.455
77 F -1.674 -5.882 -0.883
78 F 0.320 -1.263 5.431
79 C 0.843 -1.900 4.372
80 F 1.415 -3.029 4.823
81 F 1.810 -1.138 3.865
82 S -0.465 -2.299 3.151
83 O -1.344 -3.143 3.915
84 O 0.263 -2.917 2.054
85 O -1.009 -1.001 2.741

=====

(3)
C28H34GeN4ORuS as an isolated structure in a non-equilibrium geometry, computed with ωB97M-V/def2-TZVPD.

Summary:
charge = 0
Kohn-Sham gap (alpha / beta) = 6.9 / 6.9 eV
LUMO energy (alpha / beta) = 0.4 / 0.4 eV
HOMO (alpha / beta) = -0.2378 / -0.2378 hartree
energy above the lowest of the compared OMol25 structures with the same formula, charge and spin = 0.484 eV

CARTESIAN COORDINATES (ANGSTROEM)
1 Ru -0.821 1.214 -1.113
2 N -1.105 -0.547 -2.519
3 C -0.165 -0.443 -3.643
4 C -0.095 1.008 -4.058
5 N 0.283 1.827 -2.889
6 H -1.017 -1.453 -2.076
7 H -2.062 -0.426 -2.844
8 H -0.457 -1.060 -4.499
9 H 0.810 -0.788 -3.298
10 H -1.090 1.346 -4.350
11 H 0.588 1.140 -4.901
12 H -0.048 2.777 -3.024
13 H 1.283 1.841 -2.738
14 C -3.441 2.681 -1.739
15 O -2.354 1.991 -2.255
16 H -3.178 3.327 -0.885
17 H -4.235 2.001 -1.388
18 H -3.895 3.327 -2.503
19 C -2.139 5.398 2.274
20 C -2.016 3.996 1.772
21 C -2.825 2.973 2.174
22 C -2.739 1.727 1.466
23 N -1.713 1.483 0.722
24 C -0.688 2.438 0.480
25 S 0.888 1.817 1.204
26 N -1.082 3.773 0.821
27 C -3.839 0.715 1.527
28 H -2.994 5.492 2.940
29 H -2.270 6.083 1.435
30 H -1.240 5.696 2.817
31 H -3.606 3.143 2.899
32 H -0.468 4.527 0.559
33 H -4.026 0.418 2.561
34 H -3.561 -0.162 0.949
35 H -4.763 1.140 1.131
36 C 0.735 0.633 -0.079
37 Ge 1.390 -1.134 0.376
38 C -0.049 -1.898 1.471
39 C -1.181 -2.507 0.930
40 C -2.234 -2.913 1.737
41 C -2.178 -2.701 3.108
42 C -1.067 -2.081 3.661
43 C -0.012 -1.686 2.848
44 C 3.027 -1.099 1.446
45 C 3.383 -2.189 2.242
46 C 4.567 -2.184 2.965
47 C 5.415 -1.086 2.899
48 C 5.075 0.003 2.111
49 C 3.888 -0.005 1.389
50 C 1.776 -2.163 -1.247
51 C 1.104 -3.318 -1.643
52 C 1.404 -3.939 -2.850
53 C 2.392 -3.422 -3.674
54 C 3.093 -2.288 -3.280
55 C 2.783 -1.668 -2.079
56 H -1.261 -2.664 -0.139
57 H -3.101 -3.389 1.296
58 H -3.000 -3.013 3.740
59 H -1.020 -1.904 4.728
60 H 0.846 -1.196 3.294
61 H 2.725 -3.049 2.303
62 H 4.830 -3.035 3.580
63 H 6.339 -1.081 3.463
64 H 5.732 0.863 2.060
65 H 3.625 0.858 0.785
66 H 0.349 -3.755 -1.000
67 H 0.869 -4.833 -3.144
68 H 2.625 -3.906 -4.614
69 H 3.879 -1.891 -3.909
70 H 3.333 -0.781 -1.781

=====

(4)
C28H34N2OS2Sb2W as an isolated structure, computed with ωB97M-V/def2-TZVPD.

Summary:
charge = +2
Kohn-Sham gap (alpha / beta) = 6.5 / 6.4 eV
spin multiplicity = 3
LUMO energy (alpha / beta) = -7.3 / -7.5 eV
HOMO (alpha / beta) = -0.5077 / -0.5088 hartree
energy above the lowest of the compared OMol25 structures with the same formula, charge and spin = 0.000 eV

CARTESIAN COORDINATES (ANGSTROEM)
1 W -1.557 0.230 0.154
2 C -2.182 1.367 4.487
3 C -2.040 1.466 3.000
4 N -1.784 0.387 2.283
5 N -1.617 -0.781 3.023
6 C -1.678 -1.887 2.390
7 S -1.964 -1.965 0.606
8 S -1.635 -3.349 3.327
9 C -1.013 -4.567 2.130
10 C 0.411 -4.332 1.694
11 C 1.425 -4.198 2.642
12 C 2.744 -4.050 2.245
13 C 3.068 -4.034 0.893
14 C 2.065 -4.171 -0.054
15 C 0.740 -4.313 0.345
16 C -2.195 2.780 2.381
17 C -2.276 3.914 3.216
18 C -2.434 5.184 2.713
19 C -2.538 5.374 1.335
20 C -2.478 4.288 0.488
21 C -2.304 3.008 0.996
22 O -2.258 2.002 0.088
23 H -2.117 0.344 4.829
24 H -3.140 1.792 4.786
25 H -1.401 1.954 4.974
26 H -1.701 -4.647 1.290
27 H -1.083 -5.503 2.688
28 H 1.180 -4.223 3.697
29 H 3.523 -3.972 2.992
30 H 4.101 -3.953 0.583
31 H 2.316 -4.207 -1.107
32 H -0.036 -4.455 -0.400
33 H -2.211 3.792 4.286
34 H -2.487 6.026 3.388
35 H -2.675 6.367 0.931
36 H -2.574 4.401 -0.584
37 C -3.066 -1.328 -3.529
38 Sb -1.511 -0.204 -2.634
39 C -1.519 1.622 -3.705
40 C 0.301 -1.170 -3.280
41 C 1.404 -0.159 -3.426
42 C 1.513 0.520 -4.640
43 C 2.479 1.488 -4.847
44 C 3.371 1.794 -3.829
45 C 3.289 1.116 -2.626
46 C 2.319 0.138 -2.403
47 C 2.329 -0.582 -1.088
48 Sb 1.170 0.412 0.411
49 C 1.782 -0.397 2.260
50 C 1.777 2.435 0.331
51 H -3.049 -2.350 -3.157
52 H -2.921 -1.327 -4.607
53 H -4.022 -0.870 -3.287
54 H -1.418 1.429 -4.771
55 H -0.692 2.244 -3.370
56 H -2.464 2.128 -3.512
57 H 0.081 -1.647 -4.235
58 H 0.515 -1.957 -2.558
59 H 0.835 0.265 -5.446
60 H 2.547 1.989 -5.802
61 H 4.141 2.537 -3.981
62 H 4.015 1.325 -1.848
63 H 3.334 -0.616 -0.664
64 H 1.961 -1.606 -1.128
65 H 2.869 -0.371 2.312
66 H 1.438 -1.429 2.313
67 H 1.355 0.181 3.077
68 H 2.817 2.507 0.643
69 H 1.150 3.035 0.988
70 H 1.677 2.780 -0.697

=====

(5)
One molecule with the formula C28H34N4O5, computed with ωB97M-V/def2-TZVPD.

Summary:
charge = 0
SMILES = COc1ccc(C(=O)N/C(=C\c2cn(C)c3ccccc23)C(=O)NCCCN2CCOCC2)cc1OC
Kohn-Sham gap = 8.0 eV
LUMO energy = 0.4 eV
HOMO = -0.2802 hartree
energy above the lowest of the compared OMol25 structures with the same formula, charge and spin = 2.132 eV

CARTESIAN COORDINATES (ANGSTROEM)
1 C -7.042 -1.564 -0.043
2 O -6.147 -0.509 -0.321
3 C -4.808 -0.707 -0.400
4 C -4.080 0.450 -0.673
5 C -2.708 0.452 -0.798
6 C -2.005 -0.739 -0.641
7 C -0.529 -0.899 -0.723
8 O 0.002 -1.943 -0.354
9 N 0.140 0.160 -1.234
10 C 1.504 0.487 -1.379
11 C 1.867 1.781 -1.267
12 C 1.038 2.894 -0.870
13 C 1.121 4.158 -1.408
14 N 0.194 4.985 -0.856
15 C -0.013 6.365 -1.189
16 C -0.501 4.285 0.093
17 C -1.521 4.704 0.938
18 C -2.017 3.792 1.844
19 C -1.493 2.500 1.928
20 C -0.486 2.077 1.091
21 C 0.005 2.961 0.128
22 C 2.573 -0.466 -1.827
23 O 3.639 -0.026 -2.235
24 N 2.258 -1.770 -1.822
25 C 3.237 -2.775 -2.148
26 C 3.753 -3.512 -0.910
27 C 4.483 -2.578 0.056
28 N 3.572 -1.700 0.770
29 C 2.915 -2.355 1.885
30 C 1.901 -1.396 2.502
31 O 2.518 -0.214 2.956
32 C 3.190 0.425 1.894
33 C 4.224 -0.490 1.240
34 C -2.725 -1.900 -0.357
35 C -4.104 -1.918 -0.237
36 O -4.813 -3.059 0.033
37 C -4.108 -4.265 0.203
38 H -7.004 -2.339 -0.811
39 H -8.029 -1.103 -0.041
40 H -6.847 -2.012 0.933
41 H -4.641 1.365 -0.782
42 H -2.221 1.395 -0.990
43 H -0.433 0.980 -1.388
44 H 2.888 2.011 -1.541
45 H 1.778 4.506 -2.183
46 H 0.153 6.999 -0.315
47 H -1.034 6.525 -1.546
48 H 0.684 6.656 -1.972
49 H -1.905 5.713 0.894
50 H -2.810 4.084 2.515
51 H -1.885 1.821 2.670
52 H -0.078 1.084 1.193
53 H 1.470 -2.068 -1.246
54 H 4.062 -2.271 -2.657
55 H 2.779 -3.496 -2.836
56 H 2.913 -3.993 -0.406
57 H 4.445 -4.292 -1.235
58 H 5.089 -3.178 0.760
59 H 5.164 -1.951 -0.523
60 H 2.389 -3.241 1.528
61 H 3.646 -2.662 2.658
62 H 1.422 -1.845 3.373
63 H 1.139 -1.161 1.746
64 H 3.673 1.305 2.323
65 H 2.466 0.744 1.132
66 H 4.664 0.025 0.383
67 H 5.021 -0.718 1.972
68 H -2.150 -2.803 -0.230
69 H -3.560 -4.544 -0.702
70 H -3.414 -4.211 1.047
71 H -4.869 -5.017 0.410

=====

(6)
C28H34N8O10S3Sc as an isolated structure, computed with ωB97M-V/def2-TZVPD.

Summary:
charge = +1
Kohn-Sham gap = 7.7 eV
LUMO energy = -2.9 eV
HOMO = -0.3893 hartree
energy above the lowest of the compared OMol25 structures with the same formula, charge and spin = 0.138 eV

CARTESIAN COORDINATES (ANGSTROEM)
1 Sc -1.174 0.779 1.317
2 N 5.014 5.684 2.350
3 C 3.856 5.102 1.919
4 C 3.386 3.925 2.527
5 C 2.241 3.317 2.072
6 C 1.546 3.873 0.999
7 C 1.986 5.046 0.392
8 C 3.137 5.651 0.848
9 S 0.089 3.145 0.431
10 O 0.390 1.703 0.117
11 O -0.452 3.901 -0.654
12 N -0.913 2.899 1.649
13 C -2.212 3.390 1.643
14 N -2.507 4.674 1.708
15 C -3.805 4.962 1.777
16 C -4.794 3.988 1.821
17 C -4.376 2.677 1.736
18 N -3.086 2.371 1.611
19 H 5.406 5.402 3.229
20 H 5.237 6.614 2.043
21 H 3.926 3.498 3.362
22 H 1.873 2.426 2.563
23 H 1.428 5.468 -0.431
24 H 3.490 6.559 0.377
25 H -4.058 6.015 1.811
26 H -5.839 4.243 1.909
27 H -5.080 1.852 1.757
28 C 0.227 -4.281 -6.670
29 C -0.253 -3.661 -5.362
30 S -2.031 -3.650 -5.339
31 O -2.489 -2.782 -6.393
32 O -2.483 -5.009 -5.247
33 C -2.448 -2.854 -3.795
34 C -2.288 -1.344 -3.884
35 N -2.566 -0.707 -2.587
36 C -1.643 -0.427 -1.650
37 N -2.199 0.187 -0.606
38 C -3.532 0.303 -0.873
39 C -3.774 -0.254 -2.083
40 N -5.056 -0.396 -2.717
41 O -5.129 -1.090 -3.715
42 O -5.983 0.165 -2.172
43 C -0.197 -0.758 -1.745
44 H 1.315 -4.296 -6.694
45 H -0.131 -3.706 -7.522
46 H -0.135 -5.303 -6.765
47 H 0.076 -2.625 -5.262
48 H 0.063 -4.239 -4.492
49 H -1.832 -3.299 -3.012
50 H -3.490 -3.128 -3.626
51 H -2.964 -0.940 -4.627
52 H -1.278 -1.059 -4.169
53 H -4.237 0.754 -0.201
54 H 0.011 -1.450 -2.557
55 H 0.116 -1.225 -0.810
56 H 0.389 0.151 -1.889
57 C 5.243 -3.001 -0.085
58 C 4.239 -2.345 0.820
59 C 3.446 -1.293 0.373
60 C 2.519 -0.686 1.207
61 C 2.394 -1.145 2.510
62 C 3.188 -2.181 2.992
63 C 4.097 -2.777 2.140
64 S 1.324 -0.323 3.619
65 O 0.386 0.462 2.806
66 O 2.036 0.441 4.593
67 N 0.596 -1.518 4.422
68 C -0.112 -2.670 3.849
69 C -1.585 -2.420 3.538
70 C -1.681 -1.383 2.459
71 O -2.392 -0.339 2.625
72 O -0.951 -1.486 1.433
73 H 5.221 -2.571 -1.084
74 H 5.051 -4.071 -0.165
75 H 6.252 -2.882 0.313
76 H 3.558 -0.935 -0.643
77 H 1.925 0.144 0.850
78 H 3.094 -2.510 4.018
79 H 4.716 -3.588 2.505
80 H 0.450 -1.279 5.395
81 H -0.013 -3.485 4.564
82 H 0.405 -2.967 2.938
83 H -2.138 -2.085 4.414
84 H -2.035 -3.348 3.177

=====

| no. | calculated total energy (eV) |
| --- | --- |
| 1 | -104028.152 |
| 2 | -159545.846 |
| 3 | -107527.203 |
| 4 | -71172.005 |
| 5 | -45785.588 |
| 6 | -115187.356 |